Record 1
The following is a quantum chemistry calculation of C26H25N4O4PbS as an isolated structure, from the Open Molecules 2025 dataset.

Last column: Mulliken charge in e.
CARTESIAN COORDINATES (ANGSTROEM)
Pb (-13.186, 5.102, 14.147)  1.12
S (-12.901, 4.074, 11.692)  -0.35
O (-12.950, 8.685, 18.445)  -0.68
O (-13.160, 6.608, 17.257)  -0.71
O (-11.052, 4.008, 14.360)  -0.91
O (-14.012, 2.942, 14.752)  -0.86
N (-13.040, 4.633, 18.517)  -0.95
N (-12.955, 3.965, 17.421)  0.67
N (-12.880, 1.572, 12.514)  -0.10
N (-14.938, 2.235, 11.586)  0.35
C (-13.725, 6.799, 21.990)  -0.49
C (-9.874, 2.411, 11.420)  -0.08
C (-12.364, 1.940, 16.233)  0.61
C (-13.602, 6.657, 19.568)  0.33
C (-8.669, 3.553, 13.252)  -0.57
C (-13.277, 5.946, 18.339)  0.47
C (-15.562, 0.877, 11.673)  -0.97
C (-12.401, 2.735, 17.401)  -1.35
C (-13.784, 6.051, 20.832)  -0.37
C (-7.566, 3.615, 12.425)  -0.56
C (-13.557, 8.184, 21.977)  -0.43
C (-13.653, 2.541, 11.941)  0.21
C (-12.907, 2.282, 14.935)  0.68
C (-11.757, 0.684, 16.304)  -0.78
C (-11.979, 1.871, 13.693)  2.66
C (-9.820, 2.895, 12.725)  0.17
C (-7.573, 3.020, 11.135)  -0.45
C (-15.865, 0.348, 13.146)  -0.95
C (-11.350, 0.476, 13.956)  -1.42
C (-13.340, 8.071, 19.535)  0.37
C (-8.737, 2.462, 10.654)  -0.93
C (-10.977, 3.015, 13.534)  0.43
C (-11.402, -0.088, 15.183)  -0.82
C (-13.393, 8.832, 20.734)  -0.44
C (-15.497, 3.451, 9.424)  -1.06
C (-15.756, 3.253, 10.935)  -0.74
H (-14.931, 0.144, 11.153)  0.36
H (-10.994, -0.119, 13.088)  0.52
H (-12.138, 2.266, 18.296)  0.43
H (-6.674, 4.095, 12.812)  0.40
H (-16.037, 4.316, 9.123)  0.40
H (-13.974, 4.959, 20.764)  0.37
H (-13.301, 8.739, 22.859)  0.38
H (-6.625, 3.120, 10.543)  0.36
H (-16.016, 1.226, 13.772)  0.20
H (-13.532, 0.894, 12.836)  0.24
H (-15.079, -0.292, 13.473)  0.46
H (-16.783, 2.864, 11.091)  0.48
H (-10.810, 1.945, 11.055)  0.31
H (-16.838, -0.226, 13.045)  0.37
H (-16.450, 0.891, 11.080)  0.63
H (-8.720, 2.066, 9.679)  0.48
H (-13.784, 6.256, 22.965)  0.30
H (-13.319, 9.903, 20.550)  0.39
H (-13.030, 7.930, 17.671)  0.43
H (-14.453, 3.524, 9.098)  0.29
H (-11.077, -1.087, 15.262)  0.57
H (-15.913, 2.658, 8.784)  0.34
H (-11.609, 0.280, 17.304)  0.42
H (-8.819, 4.081, 14.213)  0.45
H (-15.612, 4.206, 11.528)  0.32

Its multiplicity is 1. The total charge is +1. The calculated total energy is -57590.870 eV. Its largest force on an atom is 3.2 eV Å⁻¹. The frontier orbital gap (spin up / spin down) is 4.8062 / 4.6394 eV.

---

Record 2
The following is a quantum chemistry calculation of C26H25N5O4 in the gas phase, from the Open Molecules 2025 dataset.

Last column: Mulliken charge in e.
CARTESIAN COORDINATES (ANGSTROEM)
O (-0.644, -6.144, -1.524)  -0.39
O (0.848, 4.112, -1.345)  -0.45
O (0.774, 1.898, -2.679)  -0.42
O (0.290, -3.638, 2.730)  -0.85
N (0.034, 0.585, 2.859)  0.12
N (-1.120, 1.872, 1.204)  -0.42
N (1.053, -1.297, 3.959)  -0.34
N (-1.645, -0.695, 0.026)  -0.59
N (-1.037, -3.442, 0.888)  -0.21
C (1.626, 2.983, 0.666)  -0.03
C (1.244, 3.004, -0.662)  0.55
C (-2.709, 0.402, -1.797)  -0.28
C (-0.325, -2.941, 1.922)  1.06
C (-0.370, -1.494, 2.015)  -0.49
C (1.223, 1.798, -1.398)  1.04
C (1.641, 0.630, -0.787)  -0.63
C (0.800, 1.657, 3.444)  -1.17
C (-3.113, 1.549, -2.422)  -0.63
C (2.190, 1.755, 2.779)  -1.31
C (-1.799, 1.738, 0.032)  0.31
C (-2.042, 0.462, -0.559)  -0.42
C (-2.249, 2.895, -0.626)  -0.39
C (-0.989, -4.830, 0.514)  -0.92
C (0.382, -4.172, -1.598)  0.36
C (-0.396, -5.003, -0.848)  -0.33
C (-0.708, 0.749, 1.711)  -0.52
C (-0.983, -0.551, 1.152)  2.42
C (-0.016, -6.047, -2.711)  -0.37
C (1.999, 1.793, 1.288)  -0.34
C (0.271, -0.759, 3.012)  -0.58
C (-2.886, 2.801, -1.833)  -0.58
C (0.630, -4.857, -2.815)  -0.84
C (0.606, 0.713, -3.416)  -0.84
C (0.769, 5.329, -0.647)  -0.99
C (2.026, 0.628, 0.547)  -0.48
H (0.079, 5.263, 0.200)  0.37
H (-1.463, -2.776, 0.255)  0.37
H (0.236, 2.573, 3.255)  0.56
H (-3.613, 1.497, -3.378)  0.40
H (-3.215, 3.694, -2.343)  0.40
H (0.167, 1.018, -4.364)  0.24
H (1.209, -4.507, -3.645)  0.43
H (-2.881, -0.571, -2.232)  0.47
H (2.688, 2.656, 3.139)  0.49
H (1.612, 3.888, 1.251)  0.46
H (-0.380, -5.338, 1.272)  0.43
H (0.735, -3.201, -1.319)  0.66
H (-1.993, -5.273, 0.528)  0.32
H (1.752, 5.654, -0.289)  0.36
H (0.391, 6.055, -1.366)  0.25
H (0.892, 1.504, 4.523)  0.44
H (2.324, -0.303, 1.006)  0.45
H (1.022, -2.316, 3.957)  0.25
H (-2.065, 3.848, -0.157)  0.50
H (1.304, -0.790, 4.789)  0.21
H (-0.104, -6.879, -3.380)  0.46
H (1.564, 0.215, -3.605)  0.37
H (1.647, -0.300, -1.332)  0.36
H (2.789, 0.886, 3.057)  0.40
H (-0.073, 0.019, -2.909)  0.28

Its multiplicity is 1. The calculation puts the energy above the lowest of the compared OMol25 structures with the same formula, charge and spin at 0.0451 eV. The calculated total energy is -43009.152 eV. Its largest force on an atom is 1.4 eV Å⁻¹. Its SMILES is COc1ccc(CCn2c(N)c(C(=O)NCc3ccco3)c3nc4ccccc4nc32)cc1OC. The frontier orbital gap is 7.8356 eV.

---

Record 3
The following is a quantum chemistry calculation of C26H26CdN4O4S as an isolated structure, from the Open Molecules 2025 dataset.

Last column: Mulliken charge in e.
CARTESIAN COORDINATES (ANGSTROEM)
Cd (0.338, 0.613, 0.250)  1.36
S (-2.469, 2.132, 1.271)  1.29
O (-2.672, 3.548, 1.424)  -0.73
O (3.140, -0.427, -0.600)  -0.85
O (-1.351, 1.842, -2.403)  -0.47
O (-2.700, 1.572, -0.053)  -0.83
N (-0.158, 1.383, -1.886)  -0.01
N (2.071, 0.110, -1.065)  0.75
N (1.586, 1.041, 2.148)  -0.10
N (-1.025, 1.632, 1.713)  0.10
C (-5.542, 0.072, 3.937)  0.94
C (-4.250, -0.434, 3.841)  -0.87
C (-0.686, -1.861, 1.015)  -0.72
C (-1.588, -1.644, -1.208)  -0.43
C (0.743, 1.103, -2.755)  0.45
C (0.480, -2.417, 0.488)  -0.11
C (3.559, 1.004, 3.483)  -0.90
C (-1.101, 2.746, 3.920)  -0.36
C (3.231, 0.448, -3.163)  -1.65
C (0.853, 2.733, 5.347)  -0.90
C (2.022, 0.546, -2.289)  0.17
C (2.849, 0.711, 2.303)  -0.25
C (-0.431, -2.211, -1.726)  -0.28
C (-4.915, 1.861, 2.433)  -0.81
C (-3.634, 1.331, 2.342)  -0.01
C (0.497, 1.303, -4.218)  -1.62
C (-0.447, 3.080, 5.122)  -1.03
C (-0.458, 2.051, 2.917)  0.30
C (-6.569, -0.590, 4.812)  -1.56
C (0.915, 1.696, 3.134)  -0.47
C (0.603, -2.593, -0.883)  -0.41
C (1.558, 2.035, 4.343)  1.33
C (-5.858, 1.227, 3.222)  -0.73
C (-1.723, -1.471, 0.164)  -0.15
C (2.913, 1.660, 4.489)  -0.63
C (-3.298, 0.190, 3.048)  0.07
H (1.519, -2.998, -1.290)  0.34
H (-1.927, 1.893, -1.613)  0.54
H (-2.387, -1.328, -1.866)  0.40
H (-2.628, -1.041, 0.572)  0.25
H (1.289, -2.703, 1.147)  0.34
H (-2.124, 3.067, 3.790)  0.49
H (-6.859, 1.636, 3.287)  0.39
H (1.152, 0.677, -4.817)  0.42
H (-5.160, 2.766, 1.893)  0.47
H (3.426, 1.908, 5.411)  0.42
H (-0.327, -2.344, -2.796)  0.42
H (1.356, 2.989, 6.271)  0.37
H (4.111, 0.696, -2.568)  0.39
H (-7.544, -0.614, 4.326)  0.40
H (-2.289, -0.198, 2.989)  0.29
H (-6.283, -1.613, 5.053)  0.36
H (3.308, 0.203, 1.459)  0.57
H (0.671, 2.347, -4.489)  0.33
H (-0.797, -1.754, 2.088)  0.29
H (-6.685, -0.047, 5.752)  0.29
H (4.596, 0.712, 3.567)  0.41
H (-0.542, 1.082, -4.452)  0.43
H (-3.983, -1.325, 4.396)  0.37
H (-1.001, 3.625, 5.875)  0.40
H (3.388, -0.573, -3.523)  0.28
H (3.176, 1.115, -4.021)  0.44

Its multiplicity is 1. The calculation puts the energy above the lowest of the compared OMol25 structures with the same formula, charge and spin at 0.0000 eV. The calculated total energy is -56932.498 eV. Its largest force on an atom is 0.3 eV Å⁻¹. The frontier orbital gap is 7.5357 eV.

---

Record 4
The following is a quantum chemistry calculation of C26H26F5GeO2SSbSe4Tc as an isolated structure, from the Open Molecules 2025 dataset.

Last column: Mulliken charge in e.
CARTESIAN COORDINATES (ANGSTROEM)
Sb (2.313, 1.071, 4.958)  0.54
Tc (-0.149, 0.918, 2.386)  -0.36
Se (4.570, 1.505, 5.252)  -0.40
Se (1.294, -1.140, 5.580)  -0.31
Se (0.249, 2.334, 4.370)  -0.18
Se (1.658, -0.846, 3.218)  0.12
Ge (0.684, 0.512, -1.247)  -0.61
S (-1.953, -1.358, 1.606)  0.66
F (-2.539, 2.872, 4.347)  -0.22
F (-4.152, 2.168, 3.119)  -0.27
F (-1.743, 3.511, 1.915)  -0.35
F (-2.673, 0.754, 3.835)  -0.21
F (-2.817, 1.789, 1.102)  -0.33
O (2.382, 2.289, 1.539)  -0.28
O (-0.575, -0.755, 0.950)  0.15
C (3.708, -1.952, 0.328)  -0.83
C (-0.209, -0.627, -3.786)  0.14
C (2.194, -3.417, -0.827)  -0.95
C (0.953, 3.375, -1.270)  0.08
C (1.607, 4.588, -1.411)  -0.77
C (-1.073, -0.807, -4.858)  -0.81
C (1.387, 1.785, 1.770)  0.39
C (2.956, 4.611, -1.742)  -0.51
C (-1.555, -3.375, 3.409)  -1.24
C (1.812, -1.027, -0.864)  0.78
C (2.955, -0.858, -0.080)  -0.43
C (-3.074, -1.529, 0.209)  -0.72
C (1.641, 2.175, -1.453)  0.35
C (-0.538, 0.605, 0.347)  0.26
C (-1.938, 2.184, 2.126)  0.33
C (3.644, 3.423, -1.940)  -0.83
C (-2.554, -2.345, -0.958)  -0.94
C (-2.623, 0.737, -3.866)  -0.89
C (-2.856, 2.030, 3.369)  0.87
C (-0.547, 0.221, -2.731)  0.23
C (3.325, -3.233, -0.042)  -0.55
C (1.444, -2.321, -1.233)  -0.04
C (2.989, 2.208, -1.796)  -0.03
C (-1.760, 0.910, -2.793)  -0.10
C (-1.360, -3.035, 1.940)  -0.11
C (-2.283, -0.129, -4.896)  -0.51
H (3.279, 0.137, 0.206)  0.41
H (0.739, -1.154, -3.780)  0.38
H (3.469, 5.557, -1.849)  0.41
H (-0.308, -2.999, 1.646)  0.00
H (-2.450, -3.401, -0.714)  0.38
H (1.907, -4.414, -1.138)  0.48
H (-0.796, -1.468, -5.668)  0.44
H (-3.962, -1.965, 0.681)  0.64
H (0.573, -2.483, -1.859)  0.26
H (-1.887, -3.707, 1.267)  0.45
H (-1.046, -2.656, 4.052)  0.20
H (-3.325, -0.499, -0.053)  0.23
H (-3.554, 1.288, -3.903)  0.44
H (-3.268, -2.258, -1.776)  0.39
H (1.069, 5.514, -1.260)  0.43
H (3.538, 1.287, -1.954)  0.40
H (-1.602, -1.965, -1.320)  0.11
H (4.693, 3.442, -2.206)  0.42
H (3.915, -4.086, 0.267)  0.42
H (-1.537, 0.859, 0.024)  0.59
H (-2.043, 1.609, -2.012)  0.36
H (-0.101, 3.373, -1.005)  0.32
H (-1.130, -4.361, 3.596)  0.41
H (-2.609, -3.406, 3.684)  0.37
H (-2.953, -0.263, -5.735)  0.43
H (4.594, -1.802, 0.931)  0.50

Its multiplicity is 1. The calculation puts the energy above the lowest of the compared OMol25 structures with the same formula, charge and spin at 0.7593 eV. The total charge is +1. The calculated total energy is -382531.544 eV. Its largest force on an atom is 0.6 eV Å⁻¹. The frontier orbital gap is 6.9235 eV.